Entry 1:
{
  "formula": "C21H32N2O3",
  "method": "ωB97M-V/def2-TZVPD",
  "species": ["C", "C", "C", "C", "C", "C", "C", "C", "C", "O", "C", "C", "N", "C", "C", "O", "C", "O", "N", "C", "C", "C", "C", "C", "C", "C", "H", "H", "H", "H", "H", "H", "H", "H", "H", "H", "H", "H", "H", "H", "H", "H", "H", "H", "H", "H", "H", "H", "H", "H", "H", "H", "H", "H", "H", "H", "H", "H"],
  "coordinates": [[-4.079, -1.310, -2.066], [-3.960, -1.342, -0.541], [-4.268, -2.779, -0.116], [-4.824, -0.290, 0.177], [-4.411, -0.461, 1.643], [-2.902, -0.755, 1.543], [-2.632, -0.775, 0.028], [-1.367, -1.511, -0.372], [-2.708, 0.714, -0.422], [-2.007, 1.639, 0.380], [-0.634, 1.785, 0.116], [-0.169, 3.106, 0.754], [1.262, 3.297, 0.802], [1.899, 3.510, -0.482], [3.413, 3.666, -0.297], [4.152, 2.526, -0.731], [4.056, 1.396, 0.009], [3.381, 1.279, 1.000], [4.843, 0.446, -0.562], [5.081, -0.869, -0.146], [4.459, -1.431, 0.963], [4.741, -2.738, 1.317], [5.636, -3.494, 0.581], [6.256, -2.935, -0.524], [5.982, -1.630, -0.888], [-4.215, 1.028, -0.308], [-3.362, -1.997, -2.509], [-5.077, -1.631, -2.357], [-3.908, -0.326, -2.487], [-4.071, -2.962, 0.933], [-3.672, -3.479, -0.699], [-5.318, -2.995, -0.307], [-5.898, -0.363, 0.009], [-4.610, 0.443, 2.216], [-4.956, -1.279, 2.113], [-2.310, 0.026, 2.017], [-2.633, -1.706, 2.003], [-1.151, -1.365, -1.429], [-1.481, -2.578, -0.187], [-0.513, -1.162, 0.204], [-2.346, 0.810, -1.457], [-0.459, 1.792, -0.971], [-0.052, 0.958, 0.550], [-0.542, 3.124, 1.781], [-0.617, 3.946, 0.217], [1.704, 2.506, 1.266], [1.727, 2.697, -1.208], [1.483, 4.430, -0.905], [3.623, 3.864, 0.758], [3.807, 4.477, -0.911], [5.345, 0.748, -1.386], [3.765, -0.844, 1.540], [4.254, -3.167, 2.180], [5.851, -4.513, 0.865], [6.956, -3.515, -1.106], [6.467, -1.195, -1.750], [-4.637, 1.351, -1.258], [-4.354, 1.831, 0.415]],
  "forces_ev_per_angstrom": [[0.08, 0.11, 0.24], [-0.15, -0.08, -0.08], [0.13, 0.26, 0.01], [-0.16, 0.11, 0.01], [-0.18, 0.00, 0.07], [0.13, 0.00, 0.00], [0.36, 0.04, 0.02], [-0.24, 0.18, 0.06], [-0.17, -0.17, -0.19], [-0.03, 0.19, 0.06], [0.32, 0.21, 0.04], [-0.23, -0.26, -0.04], [0.09, -0.19, 0.19], [0.18, -0.07, 0.09], [-0.38, 0.23, 0.12], [0.25, -0.41, -0.10], [0.21, 0.29, -0.42], [-0.18, -0.03, 0.32], [0.27, 0.19, -0.44], [-0.07, -0.25, 0.21], [-0.11, 0.13, 0.08], [0.09, -0.06, -0.08], [0.01, -0.14, 0.06], [-0.01, 0.01, 0.00], [-0.05, 0.09, 0.01], [0.00, -0.01, -0.04], [0.06, -0.08, -0.10], [-0.09, -0.04, -0.08], [0.01, 0.12, -0.13], [0.00, -0.08, 0.17], [0.05, -0.12, -0.03], [-0.11, -0.07, -0.03], [-0.06, -0.06, -0.04], [-0.07, 0.01, 0.05], [-0.01, -0.01, 0.05], [0.07, -0.08, 0.04], [0.02, -0.04, 0.01], [0.09, -0.02, -0.13], [0.05, -0.15, 0.02], [0.13, -0.01, 0.02], [-0.03, -0.01, 0.11], [0.00, -0.06, 0.09], [-0.02, 0.07, -0.07], [-0.11, 0.03, -0.07], [-0.09, -0.01, 0.06], [-0.01, 0.19, -0.09], [0.04, 0.14, -0.02], [0.03, -0.06, -0.06], [0.01, 0.03, -0.13], [-0.02, -0.09, 0.09], [-0.13, 0.00, 0.17], [-0.03, 0.02, 0.02], [-0.05, -0.02, 0.07], [0.02, -0.09, 0.02], [0.05, -0.03, -0.05], [0.05, 0.04, -0.09], [0.01, 0.04, -0.03], [-0.04, 0.06, -0.01]],
  "lumo_ev": 0.6578,
  "charge": 0
}

Entry 2:
{
  "formula": "C21H32N2O4",
  "method": "ωB97M-V/def2-TZVPD",
  "species": ["C", "O", "C", "C", "C", "C", "C", "C", "C", "N", "C", "O", "N", "C", "C", "C", "C", "O", "C", "C", "C", "C", "C", "C", "O", "C", "C", "H", "H", "H", "H", "H", "H", "H", "H", "H", "H", "H", "H", "H", "H", "H", "H", "H", "H", "H", "H", "H", "H", "H", "H", "H", "H", "H", "H", "H", "H", "H", "H"],
  "coordinates": [[-1.642, -3.811, 2.843], [-1.814, -2.922, 1.770], [-3.101, -2.682, 1.326], [-4.242, -3.240, 1.868], [-5.489, -2.930, 1.340], [-5.612, -2.062, 0.271], [-6.951, -1.733, -0.319], [-4.463, -1.499, -0.274], [-3.211, -1.795, 0.236], [-2.018, -1.282, -0.268], [-1.843, -0.377, -1.285], [-2.760, 0.219, -1.821], [-0.548, -0.200, -1.696], [0.658, -0.760, -1.138], [1.393, 0.258, -0.259], [1.717, 1.557, -1.016], [2.841, 1.318, -2.050], [3.977, 0.681, -1.533], [2.065, 2.715, -0.048], [3.386, 2.776, 0.737], [3.692, 1.595, 1.663], [4.980, 1.885, 2.434], [6.102, 2.166, 1.436], [5.670, 3.292, 0.497], [4.463, 2.992, -0.167], [0.448, 2.028, -1.762], [-0.256, 0.926, -2.556], [-2.013, -4.812, 2.599], [-2.141, -3.450, 3.748], [-0.568, -3.859, 3.020], [-4.182, -3.920, 2.702], [-6.368, -3.378, 1.779], [-7.756, -2.068, 0.330], [-7.045, -0.660, -0.474], [-7.063, -2.219, -1.287], [-4.534, -0.817, -1.105], [-1.211, -1.645, 0.214], [0.456, -1.666, -0.566], [1.306, -1.048, -1.973], [2.315, -0.208, 0.082], [0.774, 0.492, 0.610], [2.475, 0.666, -2.846], [3.111, 2.283, -2.499], [4.443, 1.355, -1.009], [2.040, 3.636, -0.637], [1.264, 2.780, 0.692], [3.308, 3.677, 1.375], [2.857, 1.441, 2.346], [3.838, 0.691, 1.073], [5.240, 1.035, 3.067], [4.837, 2.755, 3.080], [7.019, 2.456, 1.951], [6.303, 1.267, 0.849], [6.408, 3.456, -0.291], [5.549, 4.225, 1.070], [0.705, 2.845, -2.439], [-0.264, 2.411, -1.028], [-1.203, 1.299, -2.949], [0.362, 0.584, -3.392]],
  "forces_ev_per_angstrom": [[0.08, -0.16, 0.20], [-0.35, 0.33, -0.44], [0.07, 0.02, -0.01], [0.27, -0.05, 0.08], [-0.09, 0.10, -0.11], [0.03, -0.15, 0.21], [0.05, -0.03, -0.04], [0.01, 0.00, 0.00], [-0.14, -0.04, 0.07], [0.46, -0.27, 0.37], [0.18, -0.11, -0.10], [-0.40, 0.13, 0.00], [0.11, 0.02, -0.18], [0.15, -0.01, 0.39], [0.08, -0.13, -0.24], [0.09, 0.10, 0.06], [-0.47, 0.14, -0.06], [0.40, -0.16, 0.26], [0.43, -0.12, -0.07], [-0.58, -0.15, 0.24], [0.17, 0.34, 0.03], [0.03, -0.19, -0.15], [-0.27, 0.27, 0.00], [0.58, -0.01, 0.16], [-0.21, -0.09, -0.20], [0.13, -0.30, -0.10], [-0.22, 0.38, -0.09], [0.00, 0.05, 0.01], [0.01, -0.02, -0.05], [-0.09, -0.04, 0.03], [0.07, -0.05, 0.07], [-0.10, -0.03, 0.04], [-0.09, 0.00, 0.01], [-0.09, 0.07, -0.02], [-0.09, 0.00, -0.07], [0.02, 0.05, -0.03], [-0.04, 0.11, -0.15], [0.05, -0.01, -0.12], [-0.04, -0.10, 0.07], [-0.01, 0.03, 0.10], [-0.04, -0.01, 0.08], [-0.02, 0.11, -0.03], [-0.08, -0.03, -0.04], [-0.01, -0.06, -0.16], [-0.08, 0.08, 0.03], [-0.05, 0.05, 0.01], [0.03, -0.12, -0.10], [-0.08, -0.06, -0.01], [-0.10, -0.05, -0.02], [0.00, 0.05, 0.07], [0.01, 0.01, 0.07], [0.07, -0.01, -0.04], [0.08, -0.03, -0.02], [-0.03, 0.06, 0.11], [0.01, -0.05, -0.08], [0.02, 0.13, 0.00], [-0.04, 0.09, 0.01], [0.20, -0.07, -0.04], [-0.05, -0.01, 0.00]],
  "lumo_ev": 0.6277,
  "charge": 0
}

Which electronic energy belongs to each record? In order, -1154.656226 -1229.905138 a.u..